1.
This record from OMol25 describes a structure of composition C32H36MgN11S2 in a non-equilibrium geometry. The level of theory is ωB97M-V/def2-TZVPD.

Geometry as XYZ:
```
82
Properties=species:S:1:pos:R:3:forces:R:3:lowdin_charge:R:1
Mg -1.2037 0.4160 1.3108 -0.3 -0.5 -1.4 0.3953
C -0.2407 1.9495 5.3778 -0.6 0.6 -1.3 0.0085
C -0.1641 1.2075 4.0584 -2.2 -0.9 -1.1 -0.1761
N -1.0962 0.4498 3.4620 0.4 0.4 2.4 0.0486
N -2.2184 -0.1095 4.1796 2.7 2.3 0.6 0.0231
C -3.3092 -0.5336 3.5506 -0.8 -1.2 -2.9 -0.8254
N -4.0927 -1.3195 4.2863 -0.1 0.2 1.6 0.1029
S -3.6628 -0.3297 1.8782 0.6 0.0 1.5 0.7198
C 1.0274 1.3762 3.1707 0.4 0.2 -1.9 -0.1839
C 2.2862 1.8873 3.5713 -1.1 0.5 0.4 -0.0123
C 3.3584 2.0058 2.7021 -0.4 -1.9 -2.9 -0.0013
C 3.1136 1.5415 1.3393 1.3 0.7 1.2 -0.0010
C 1.8738 0.9927 1.0387 -1.5 0.0 -0.4 -0.0847
N 0.8123 0.9640 1.8734 1.8 0.3 1.7 0.0586
H 0.6429 1.8019 5.9259 1.2 -0.5 0.9 0.0626
H -0.2537 3.0685 5.2151 -0.2 -1.2 -0.2 0.1326
H -1.0923 1.6765 5.9776 -0.3 -0.1 0.1 0.0711
H -2.0686 -0.3272 5.1628 0.0 0.1 -0.4 0.1576
H -3.9782 -1.2972 5.2857 -0.1 -0.3 0.1 0.1099
H -4.6859 -2.0377 3.9304 -0.4 0.2 -0.6 0.1094
H 2.3616 2.3615 4.5386 0.1 -0.4 0.4 0.1083
H 4.3971 2.2238 2.9949 -0.9 0.5 0.0 0.1258
H 3.8966 1.6155 0.5314 -0.9 -0.3 1.1 0.0864
H 1.5783 0.5399 0.0790 0.8 0.5 0.1 0.1280
C -3.5503 -3.1735 -4.5133 2.2 -0.3 -1.2 -0.0572
C -2.9161 -2.2106 -3.5677 0.0 -0.6 2.0 -0.2799
C -3.2935 -0.8550 -3.5261 0.8 -0.2 -0.8 -0.0344
C -2.6353 0.0063 -2.6922 -1.4 1.4 -0.1 -0.0367
C -1.7852 -0.3953 -1.6772 -0.4 -2.2 1.0 -0.2914
N -1.3014 0.5182 -0.7959 1.0 1.2 1.1 -0.0259
C -0.7257 1.6278 -1.3830 -0.7 2.7 0.1 -0.2178
C -0.0441 1.5519 -2.6428 -0.8 -2.3 2.0 -0.0198
C 0.7773 2.5498 -3.0707 -0.4 0.7 -0.2 -0.0443
C 0.7648 3.7959 -2.4484 -1.2 -1.2 0.6 -0.3160
C 1.7770 4.7937 -2.7445 0.6 1.0 0.2 -0.0594
C -0.1975 4.0301 -1.4815 0.9 2.1 0.8 -0.0043
C -0.8549 3.0158 -0.8363 0.7 -3.3 -1.5 -0.1236
N -1.5529 3.3323 0.3279 -2.0 0.7 1.5 -0.0480
C -2.0712 4.5688 0.6385 -0.9 -1.9 1.3 -0.0156
C -2.8849 4.4088 1.7569 1.5 -1.3 -1.0 -0.0327
C -2.7946 3.0545 2.0928 0.9 0.3 -0.7 -0.1429
N -2.0014 2.3937 1.2327 0.3 1.2 -0.2 0.0077
C -1.6610 -1.7979 -1.4750 -1.4 2.0 -4.4 -0.1529
C -2.0908 -2.6825 -2.5381 -0.4 2.2 0.7 0.0369
N -1.0819 -2.3240 -0.3960 2.5 -3.7 4.9 -0.0309
C -0.8878 -3.7118 -0.2534 0.8 1.0 -0.2 -0.0183
C -0.3920 -3.9709 1.0152 -1.3 2.0 -1.3 -0.0594
C -0.3859 -2.7425 1.6485 0.7 2.4 -0.2 -0.1377
N -0.7293 -1.6899 0.8347 -0.5 -2.7 -0.8 0.0430
H -3.0193 -4.1669 -4.5083 -0.3 1.1 -0.2 0.0948
H -4.5637 -3.4187 -4.3391 -1.2 0.2 0.3 0.0641
H -3.4214 -2.6627 -5.4867 -0.4 -0.9 0.0 0.0903
H -3.9900 -0.4610 -4.2572 -0.1 -0.1 0.1 0.1177
H -2.9233 1.0829 -2.6282 0.3 -0.9 -0.5 0.1458
H -0.1164 0.4853 -2.9980 0.6 1.5 -0.4 0.1348
H 1.3581 2.4708 -3.9602 0.6 -0.4 -0.4 0.1129
H 1.4952 5.2641 -3.6594 0.3 0.7 -0.8 0.0801
H 1.8352 5.5413 -1.9453 0.0 0.0 -0.3 0.0853
H 2.7606 4.3389 -2.8257 0.1 0.0 -0.2 0.0898
H -0.3067 5.1090 -1.1188 0.3 -1.7 -0.3 0.1351
H -1.9665 5.4531 0.0808 0.4 0.6 -0.8 0.1074
H -3.3853 5.1449 2.2906 -0.8 1.2 0.6 0.0800
H -3.1846 2.5781 2.9695 -0.2 -0.3 0.0 0.0921
H -1.7690 -3.6966 -2.4756 -0.4 -0.5 -0.4 0.0741
H -0.9449 -4.4080 -1.1121 -0.2 0.7 1.0 0.1260
H -0.2032 -4.8657 1.4845 0.5 -1.9 0.6 0.0773
H 0.0277 -2.5196 2.6475 -0.5 0.0 -0.6 0.1173
S 5.3375 -0.1104 -1.4247 -0.3 -0.7 -0.4 0.5245
C 4.5798 -1.6347 -1.5121 -0.3 1.0 0.0 -0.8884
N 4.2874 -2.2714 -0.3554 0.0 -2.5 -1.2 -0.0139
C 4.0318 -3.7417 -0.4393 -0.4 -0.4 1.7 -0.1684
C 2.9099 -3.9522 -1.4685 -0.4 -0.1 1.2 -0.1950
C 3.3456 -3.4792 -2.8391 1.4 0.6 0.0 -0.1296
N 4.1579 -2.2037 -2.6664 -0.5 -0.9 0.9 0.0288
H 4.7687 -1.9452 0.4478 0.4 0.4 0.5 0.0944
H 3.7498 -4.0235 0.6351 -0.1 0.2 -1.6 0.1337
H 4.8724 -4.4524 -0.6653 -0.1 1.3 -0.1 0.1289
H 2.0211 -3.4851 -1.0184 0.1 0.5 -0.7 0.1004
H 2.6174 -4.9909 -1.5209 0.2 -0.5 -0.1 0.1080
H 2.4985 -3.3095 -3.5223 0.4 0.2 0.3 0.1198
H 4.0183 -4.2564 -3.3078 -0.7 0.8 0.4 0.1321
H 4.3582 -1.6301 -3.4460 0.1 0.3 -0.9 0.0977
```
Positions in Å, forces in eV/Å.

The calculation puts the LUMO energy at -3.82 eV. The HOMO energy is -8.3 eV. Its total charge is +1. The multiplicity is 1. The HOMO-LUMO gap comes out at 4.523 eV.

=====

2.
This record from OMol25 describes a structure of composition ClMg2 in a non-equilibrium geometry. The level of theory is ωB97M-V/def2-TZVPD.

Geometry as XYZ:
```
3
Properties=species:S:1:pos:R:3:forces:R:3:lowdin_charge:R:1
Mg 18.8381 20.0246 2.7778 -0.2 0.1 0.1 0.9107
Mg 15.0974 18.1796 0.7593 0.6 1.2 1.2 1.2635
Cl 16.1272 19.8082 2.3479 -0.3 -1.4 -1.3 -0.1742
```
Positions in Å, forces in eV/Å.

The calculation puts the LUMO energy (spin up / spin down) at -11.80 / -12.01 eV. The HOMO energy (spin up / spin down) is -15.7 / -20.1 eV. Its total charge is +2. The multiplicity is 2. The HOMO-LUMO gap (spin up / spin down) comes out at 3.894 / 8.077 eV.

=====

Sequential calculated total energy output: -2839.61549; -859.70107 Eh
Sequential ΔE to the lowest compared entry with this formula, charge and spin output: 144.6; 32.6 kJ/mol